{
  "formula": "C3H7Cl",
  "method": "ωB97M-V with the def2-TZVPD basis set",
  "symbols": ["C", "C", "C", "H", "H", "H", "H", "H", "H", "H", "Cl"],
  "coordinates": [[-0.667, 0.585, -1.029], [0.314, 0.431, 0.096], [0.463, -0.924, 0.646], [-0.839, -0.355, -1.811], [-0.694, 1.557, -1.528], [-1.904, 0.694, -0.509], [-0.062, 1.109, 1.018], [1.264, 1.066, -0.093], [-0.319, -1.714, 0.526], [1.331, -1.571, 0.220], [1.113, -0.877, 2.463]],
  "nbo_charge": [-0.601, -0.505, -0.306, 0.222, 0.231, 0.186, 0.233, 0.233, 0.234, 0.221, -0.148],
  "relative_energy_kcal_mol": 35.9,
  "orbital_gap_ha": 0.417,
  "multiplicity": 1,
  "charge": 0,
  "homo_ev": -10.45
}